# 1
The following is a DFT calculation (ωB97M-V/def2-TZVPD) of C2H4OS in the gas phase.

The LUMO energy is -0.99 eV. As for the gap between HOMO and LUMO: 0.30984 hartree. The total energy is -15018.8690 eV.

Geometry as XYZ:
```
8
Properties=species:S:1:pos:R:3:nbo_charge:R:1
C 0.351 0.337 -0.417 -0.135
C -0.070 -0.299 0.989 -0.256
H -1.201 -0.252 -1.090 0.465
H 1.430 -0.239 -0.648 0.166
H 0.665 1.381 -0.538 0.217
H 0.962 -0.275 1.657 0.218
O -0.463 0.009 -1.467 -0.688
S -1.675 -0.661 1.514 0.013
```

# 2
The following is a DFT calculation (ωB97M-V/def2-TZVPD) of C5H6ClF in the gas phase.

The LUMO energy is 0.79 eV. As for the gap between HOMO and LUMO: 0.38899 hartree. The total energy is -20519.7804 eV.

Geometry as XYZ:
```
13
Properties=species:S:1:pos:R:3:nbo_charge:R:1
C 0.696 -0.245 0.222 0.167
C -0.144 1.050 0.094 -0.237
C -1.413 1.244 -0.120 -0.202
C -2.497 0.203 -0.335 -0.231
C -2.571 -0.796 0.586 -0.384
H 0.553 -0.640 1.256 0.179
H 0.550 1.987 0.014 0.227
H -1.611 2.263 -0.110 0.215
H -3.093 0.134 -1.394 0.230
H -3.237 -1.709 0.445 0.220
H -1.773 -0.705 1.362 0.195
F 0.310 -1.270 -0.585 -0.335
Cl 2.435 0.080 0.059 -0.044
```

# 3
The following is a DFT calculation (ωB97M-V/def2-TZVPD) of 11 unconnected molecules or ions with the total composition C23H68O11.

The LUMO energy (alpha / beta) is -2.26 / -8.58 eV. As for the gap between HOMO and LUMO (alpha / beta): 0.35723 / 0.12526 hartree. The total charge is +1. Its spin multiplicity is 2. The total energy is -47463.7934 eV.

Geometry as XYZ:
```
102
Properties=species:S:1:pos:R:3:mulliken_charge:R:1
C 2.534 -1.847 3.300 -0.395
O 1.620 -2.824 3.734 -0.606
H 2.176 -0.842 3.525 0.176
H 3.466 -1.961 3.854 0.471
H 2.703 -2.002 2.235 0.041
H 1.920 -3.625 3.300 0.310
C 0.651 0.738 -0.046 -0.279
O 1.353 -0.455 -0.099 0.090
H 1.041 1.427 -0.796 0.228
H -0.414 0.521 -0.128 -0.108
H 0.832 1.314 0.862 0.243
H 2.272 -0.197 0.003 -0.251
C -0.674 -2.992 0.929 -0.406
O -1.039 -2.025 -0.043 -0.382
H -1.597 -3.393 1.350 0.342
H -0.080 -3.785 0.475 0.249
H -0.024 -2.551 1.684 -0.011
H -0.235 -1.553 -0.269 -0.032
C 2.251 4.384 -0.647 -0.507
O 3.479 4.975 -0.323 -0.559
H 2.314 3.486 -1.263 0.256
H 1.673 4.270 0.270 -0.046
H 1.593 5.066 -1.187 0.482
H 3.302 5.690 0.292 0.327
C 4.027 1.645 1.101 -0.425
O 3.804 0.899 0.020 -0.352
H 3.653 2.659 0.957 0.039
H 3.593 1.123 1.954 0.074
H 5.098 1.685 1.297 0.453
H 4.648 0.721 -0.402 0.281
C -2.688 -0.295 4.757 -1.460
C -1.535 -1.026 4.085 1.029
C -0.748 -0.078 3.228 -0.094
O -0.680 -1.556 5.095 -0.616
H -2.341 0.632 5.214 0.370
H -3.114 -0.841 5.598 0.410
H -3.488 0.009 4.082 0.220
H -1.959 -1.853 3.516 -0.111
H -0.242 0.708 3.788 0.451
H -1.430 0.371 2.506 -0.190
H 0.019 -0.603 2.657 -0.421
H 0.128 -1.934 4.739 0.261
C 0.157 -1.599 -3.423 -0.681
C 1.263 -0.816 -4.122 0.734
C 2.665 -1.276 -3.779 -1.217
O 0.998 -1.140 -5.497 -0.590
H 0.260 -2.660 -3.650 0.415
H -0.824 -1.301 -3.792 0.220
H 0.188 -1.589 -2.334 -0.019
H 1.118 0.256 -3.990 0.166
H 2.697 -2.349 -3.963 0.342
H 2.906 -1.169 -2.722 0.095
H 3.329 -0.678 -4.404 0.394
H 0.129 -0.784 -5.693 0.325
C -5.642 -0.872 0.925 -1.342
C -4.319 -1.625 0.545 0.601
C -4.594 -2.485 -0.736 -1.155
O -3.347 -0.711 0.026 -0.023
H -5.306 -0.094 1.610 0.382
H -6.296 -1.585 1.428 0.408
H -6.075 -0.469 0.010 0.373
H -3.957 -2.218 1.385 0.315
H -3.675 -2.984 -1.046 0.382
H -5.076 -1.954 -1.556 0.358
H -5.310 -3.231 -0.391 0.417
H -2.529 -1.209 -0.046 0.457
C 5.340 -3.243 -1.199 -1.502
C 4.053 -3.718 -0.499 1.554
C 3.421 -4.955 -1.153 -1.306
O 4.339 -4.160 0.769 -0.555
H 5.915 -4.072 -1.612 0.376
H 6.017 -2.782 -0.480 0.439
H 5.155 -2.571 -2.037 0.309
H 3.368 -2.882 -0.361 -0.618
H 3.141 -4.716 -2.179 0.313
H 2.505 -5.334 -0.699 0.337
H 4.077 -5.823 -1.210 0.373
H 5.170 -4.640 0.755 0.320
C 0.091 5.181 2.809 -1.143
C -1.119 4.434 2.186 0.387
C -1.546 4.961 0.801 -1.113
O -0.824 3.053 1.969 -0.294
H 0.925 5.329 2.123 0.106
H 0.456 4.522 3.597 0.346
H -0.219 6.139 3.225 0.423
H -1.975 4.413 2.860 0.352
H -0.768 4.973 0.038 0.076
H -1.868 6.001 0.842 0.428
H -2.321 4.346 0.343 0.397
H -1.635 2.608 1.712 0.084
C -4.515 2.103 -3.409 -1.293
C -3.016 2.309 -3.629 0.373
C -2.129 1.186 -3.125 -0.746
O -2.686 2.535 -4.972 -0.576
H -4.776 1.231 -4.009 0.352
H -5.090 3.007 -3.610 0.393
H -4.773 1.853 -2.380 0.202
H -2.745 3.198 -3.059 0.290
H -2.476 0.226 -3.506 0.344
H -2.024 1.020 -2.053 0.116
H -1.137 1.326 -3.554 0.211
H -2.954 3.402 -5.285 0.335
```

# 4
The following is a DFT calculation (ωB97M-V/def2-TZVPD) of 2 unconnected molecules or ions with the total composition C3H8Br2O4S.

The LUMO energy is 0.30 eV. As for the gap between HOMO and LUMO: 0.38600 hartree. The total energy is -162345.2078 eV.

Geometry as XYZ:
```
18
Properties=species:S:1:pos:R:3:nbo_charge:R:1
C 0.125 0.220 -1.749 -0.327
O -0.829 1.372 -1.774 -0.669
S -2.193 0.709 -2.612 1.585
O -2.664 1.839 -3.558 -0.845
O -3.364 0.487 -1.393 -0.405
O -3.657 -0.805 -1.467 -0.410
H 1.034 0.543 -2.412 0.211
H 0.419 0.094 -0.599 0.234
H -0.386 -0.763 -2.182 0.184
H -3.231 -1.108 -2.333 0.426
Br 1.078 1.716 1.993 -0.006
C 1.346 0.049 2.969 -0.454
C 2.440 -0.782 2.340 -0.445
Br 1.809 -1.674 0.724 -0.015
H 0.380 -0.460 3.003 0.236
H 1.628 0.354 3.981 0.233
H 2.744 -1.591 3.010 0.232
H 3.322 -0.199 2.059 0.236
```

# 5
The following is a DFT calculation (ωB97M-V/def2-TZVPD) of a molecular structure, C19H31N3O3S.

The LUMO energy is 0.05 eV. As for the gap between HOMO and LUMO: 0.26324 hartree. The total energy is -41633.4934 eV.

Geometry as XYZ:
```
57
Properties=species:S:1:pos:R:3:nbo_charge:R:1
C 1.683 -3.681 5.544 -0.566
H 0.668 -3.855 5.561 0.195
C 2.027 -3.046 4.000 -0.406
C 1.236 -1.837 3.841 -0.798
H 1.480 -0.957 4.696 0.308
H 0.165 -2.146 3.829 0.287
S 1.702 -1.212 2.488 2.252
O 1.097 0.021 2.006 -0.936
O 3.333 -0.984 2.330 -0.929
N 1.486 -2.158 1.097 -0.720
C 0.140 -2.648 0.566 -0.234
H -0.065 -3.529 1.092 0.218
C 0.079 -2.435 -0.708 -0.347
C 0.022 -1.309 -1.654 0.709
O -0.372 -1.096 -2.674 -0.572
N 0.723 -0.379 -0.922 -0.704
H 1.074 -0.310 0.065 0.465
C 0.810 1.027 -1.446 -0.248
C 0.075 2.054 -0.791 -0.324
H 0.217 2.944 -0.902 0.187
H 0.476 1.841 0.402 0.175
C -1.535 1.593 -0.740 -0.210
N -2.077 2.334 -1.997 -0.481
C -2.486 3.612 -1.885 0.255
C -2.810 4.333 -3.217 -0.270
C -3.396 5.724 -3.075 -0.113
C -3.070 6.592 -1.785 -0.282
C -2.408 5.882 -1.010 -0.152
C -2.124 4.512 -0.738 -0.335
H -1.625 4.234 0.066 0.200
H -2.133 6.513 -0.106 0.186
H -3.213 7.568 -1.938 0.213
H -3.909 6.073 -3.918 0.186
H -3.251 3.797 -3.758 0.146
C -2.243 1.626 -3.023 -0.372
H -1.885 0.534 -3.136 0.259
H -1.644 2.149 -4.036 0.183
H -3.562 1.388 -3.244 0.124
H -1.952 2.129 0.119 0.213
H -1.689 0.529 -0.836 0.213
H 1.735 1.406 -1.488 0.197
H 0.321 0.811 -2.479 0.208
C 1.054 -3.629 -1.294 -0.398
C 2.440 -3.163 -0.770 -0.442
C 2.592 -3.239 0.587 -0.235
H 2.218 -4.005 0.984 0.169
H 3.372 -2.705 1.038 0.272
H 2.614 -2.046 -1.237 0.249
H 3.241 -3.910 -1.404 0.224
H 0.815 -4.731 -1.023 0.216
H 1.009 -3.544 -2.539 0.235
H -0.974 -2.979 -1.109 0.251
H -0.483 -1.532 0.930 0.202
H 3.012 -2.782 4.153 0.251
H 1.735 -3.817 3.440 0.215
H 1.785 -3.043 6.264 0.189
H 2.470 -4.519 5.784 0.219
```

Which formula does entry 2 have? C5H6ClF